[1]
The following is a DFT calculation (ωB97M-V/def2-TZVPD) of a 4-piece molecular cluster, C67H70ClNO10 overall in a non-equilibrium geometry.

```
! wB97M-V def2-TZVPD RIJCOSX def2/J DEFGRID3
* xyz 0 1
C 4.392 8.526 -6.740
C 3.987 8.135 -5.428
C 3.810 7.465 -3.952
C 2.661 6.253 -3.877
C 3.059 5.462 -2.451
O 4.104 4.477 -2.810
C 3.946 3.330 -1.882
C 5.400 2.582 -1.581
C 5.844 1.599 -2.846
C 1.142 6.808 -3.614
C 0.790 8.253 -4.299
O 1.276 9.447 -3.953
Cl -0.481 8.261 -5.699
O 2.808 5.228 -4.906
C 2.039 5.470 -6.124
C 0.746 4.409 -6.071
O -0.364 5.130 -6.744
C -1.454 4.217 -7.123
C -2.667 4.433 -6.040
C -2.729 3.146 -5.002
C -2.164 3.467 -3.497
C -2.011 2.163 -2.515
C -2.526 0.744 -3.151
C -1.449 -0.036 -4.103
C -0.005 0.709 -4.300
C 1.007 0.250 -3.076
N 2.992 5.113 -7.286
C 2.313 5.217 -8.626
C 1.918 6.749 -9.093
C 1.528 6.721 -10.699
C 0.195 5.818 -11.049
H 4.643 8.857 -7.850
H 4.834 7.026 -3.538
H 3.489 8.286 -3.147
H 2.093 4.924 -2.008
H 3.481 6.259 -1.676
H 3.114 2.572 -2.262
H 3.564 3.788 -0.863
H 5.237 1.912 -0.628
H 6.256 3.364 -1.407
H 6.292 0.599 -2.378
H 4.913 1.288 -3.513
H 6.661 2.179 -3.469
H 1.056 6.978 -2.434
H 0.280 6.066 -3.886
H 1.717 6.576 -6.322
H 0.538 4.153 -4.946
H 1.105 3.448 -6.633
H -1.842 4.553 -8.200
H -1.086 3.113 -7.247
H -2.604 5.456 -5.464
H -3.703 4.452 -6.630
H -2.084 2.300 -5.488
H -3.840 2.734 -4.895
H -2.915 4.264 -3.024
H -1.117 4.004 -3.524
H -0.913 2.095 -2.056
H -2.711 2.377 -1.572
H -3.567 0.815 -3.719
H -2.738 0.022 -2.224
H -1.248 -1.115 -3.648
H -1.942 -0.194 -5.166
H 0.474 0.249 -5.292
H -0.054 1.864 -4.479
H 1.939 -0.315 -3.562
H 1.453 1.140 -2.461
H 0.467 -0.564 -2.400
H 3.807 5.768 -7.303
H 1.375 4.535 -8.777
H 3.112 4.842 -9.430
H 2.852 7.420 -8.874
H 0.984 7.099 -8.442
H 2.441 6.358 -11.357
H 1.289 7.828 -11.053
H -0.303 6.280 -12.031
H 0.463 4.692 -11.302
H -0.641 5.872 -10.210
O -3.758 0.046 4.585
C -3.384 -0.891 3.890
C -2.650 -0.643 2.632
C -2.363 0.673 2.244
C -1.636 0.914 1.078
C -1.192 -0.154 0.298
C -1.492 -1.465 0.673
C -2.228 -1.709 1.839
C -2.556 -3.098 2.218
O -2.232 -4.032 1.493
C -3.272 -3.347 3.485
C -3.556 -4.663 3.872
C -4.203 -4.911 5.084
C -4.566 -3.848 5.911
C -4.296 -2.534 5.520
C -3.652 -2.283 4.301
H -2.701 1.511 2.851
H -1.410 1.936 0.781
H -0.614 0.034 -0.604
H -1.147 -2.293 0.057
H -3.271 -5.498 3.234
H -4.419 -5.933 5.385
H -5.061 -4.041 6.860
H -4.586 -1.710 6.170
O -0.224 -2.211 13.316
C -0.953 -2.389 12.349
C -2.214 -3.146 12.491
C -2.586 -3.644 13.747
C -3.794 -4.325 13.898
C -4.634 -4.509 12.800
C -4.258 -4.028 11.545
C -3.043 -3.351 11.389
C -2.644 -2.862 10.054
O -3.346 -3.090 9.075
C -1.394 -2.089 9.914
C -1.025 -1.589 8.658
C 0.137 -0.829 8.523
C 0.932 -0.565 9.638
C 0.574 -1.075 10.888
C -0.590 -1.843 11.026
H -1.937 -3.499 14.610
H -4.083 -4.707 14.874
H -5.582 -5.028 12.920
H -4.916 -4.180 10.691
H -1.644 -1.787 7.784
H 0.420 -0.439 7.548
H 1.833 0.035 9.535
H 1.202 -0.867 11.753
O 2.477 -9.299 4.476
C 1.856 -9.161 3.429
C 1.121 -7.910 3.155
C 1.153 -6.867 4.090
C 0.494 -5.667 3.820
C -0.196 -5.504 2.619
C -0.244 -6.547 1.694
C 0.411 -7.755 1.965
C 0.340 -8.860 0.988
O -0.329 -8.743 -0.033
C 1.091 -10.103 1.253
C 1.060 -11.144 0.315
C 1.793 -12.309 0.541
C 2.559 -12.439 1.700
C 2.580 -11.408 2.642
C 1.840 -10.240 2.421
H 1.694 -6.986 5.027
H 0.523 -4.857 4.546
H -0.699 -4.564 2.403
H -0.788 -6.414 0.760
H 0.468 -11.048 -0.594
H 1.771 -13.115 -0.190
H 3.138 -13.343 1.871
H 3.177 -11.519 3.546
*
```

Properties
**Structure (SMILES)**: C#CC[C@@](COCCC)(CC(=O)Cl)O[C@H](COCCCCCCCCC)NCCCC.O=C1c2ccccc2C(=O)c2ccccc21.O=C1c2ccccc2C(=O)c2ccccc21.O=C1c2ccccc2C(=O)c2ccccc21
**HOMO energy**: -8.68 eV
**Frontier orbital gap**: 7.405 eV
**Max |F|**: 9.91 eV/Å
**E_tot**: -3861.89345 hartree

=====

[2]
The following is a DFT calculation (ωB97M-V/def2-TZVPD) of C67H74CsN3O10P4STe as an isolated structure in a non-equilibrium geometry.

```
! wB97M-V def2-TZVPD RIJCOSX def2/J DEFGRID3
* xyz -2 1
Cs 0.433 0.507 -0.410
Te -1.379 -2.680 4.384
C -3.180 -2.509 5.461
C -3.641 -3.554 6.253
C -4.837 -3.407 6.935
N -5.595 -2.312 6.890
C -5.139 -1.316 6.130
C -3.960 -1.359 5.406
C -1.729 -1.351 2.834
P -0.709 0.111 2.815
C 1.050 -0.246 3.285
C 1.670 -1.486 3.268
C 2.984 -1.634 3.692
C 3.714 -0.535 4.111
C 3.125 0.724 4.082
C 1.812 0.861 3.671
C -1.196 0.894 4.427
C -2.280 1.772 4.386
C -2.819 2.314 5.542
C -2.278 1.982 6.778
C -1.193 1.121 6.835
C -0.655 0.587 5.672
P -2.325 -2.031 1.293
C -3.611 -0.906 0.622
C -3.716 0.396 1.073
C -4.819 1.182 0.738
C -5.819 0.659 -0.058
C -5.704 -0.642 -0.545
C -4.616 -1.418 -0.200
C -3.545 -3.331 1.870
C -4.694 -3.010 2.583
C -5.600 -3.988 2.953
C -5.370 -5.312 2.594
C -4.237 -5.640 1.864
C -3.332 -4.651 1.496
H -3.095 -4.487 6.324
H -5.213 -4.225 7.542
H -5.756 -0.423 6.094
H -3.656 -0.516 4.793
H 1.133 -2.352 2.911
H 3.434 -2.620 3.690
H 4.736 -0.651 4.454
H 3.686 1.598 4.390
H 1.357 1.845 3.668
H -2.716 2.031 3.428
H -3.664 2.988 5.478
H -2.702 2.389 7.688
H -0.765 0.851 7.793
H 0.188 -0.090 5.739
H -2.937 0.813 1.691
H -4.883 2.199 1.104
H -6.685 1.259 -0.311
H -6.456 -1.044 -1.212
H -4.538 -2.435 -0.571
H -4.875 -1.978 2.863
H -6.479 -3.722 3.525
H -6.078 -6.082 2.876
H -4.055 -6.667 1.573
H -2.453 -4.901 0.913
O -0.766 2.885 -0.321
C -0.630 4.059 -0.595
C 0.592 4.701 -1.101
C 0.520 6.072 -1.303
C 1.617 6.774 -1.762
C 2.819 6.116 -2.038
C 2.915 4.768 -1.852
C 1.813 3.960 -1.371
O 1.910 2.721 -1.208
N 1.524 8.211 -1.957
O 2.523 8.804 -2.368
O 0.463 8.771 -1.704
H -1.481 4.765 -0.463
H -0.403 6.598 -1.096
H 3.660 6.693 -2.398
H 3.846 4.258 -2.070
C -4.774 3.472 -5.321
C -5.067 2.742 -4.005
C -6.586 2.621 -3.825
C -4.522 3.595 -2.857
C -4.456 1.338 -4.029
C -4.723 0.491 -5.110
C -4.188 -0.803 -5.134
C -3.417 -1.250 -4.092
S -2.622 -2.798 -3.843
C -2.068 -2.241 -2.199
N -2.418 -0.938 -1.982
C -3.152 -0.425 -2.964
C -3.675 0.882 -2.977
C -1.416 -3.039 -1.317
C -0.750 -4.250 -1.797
C 0.132 -4.959 -1.073
C 0.463 -4.560 0.285
C -0.239 -3.533 0.830
C -1.251 -2.777 0.162
H -5.104 4.513 -5.262
H -5.286 3.004 -6.162
H -3.704 3.462 -5.534
H -7.057 3.608 -3.788
H -6.815 2.096 -2.897
H -7.031 2.058 -4.646
H -4.944 4.602 -2.916
H -3.435 3.675 -2.901
H -4.784 3.176 -1.885
H -5.356 0.816 -5.925
H -4.389 -1.447 -5.984
H -3.458 1.501 -2.120
H -0.937 -4.543 -2.825
H 0.626 -5.815 -1.521
H 1.183 -5.111 0.874
H -0.076 -3.333 1.883
C 5.653 3.220 0.390
C 5.845 1.796 0.869
C 6.499 1.710 2.234
O 4.550 1.181 0.986
P 4.012 0.061 -0.005
O 2.734 -0.460 0.484
C 4.029 0.723 -1.697
P 3.055 -0.348 -2.789
O 1.772 -0.784 -2.232
O 2.801 0.383 -4.172
C 3.682 1.144 -5.019
C 3.739 2.579 -4.528
C 5.057 0.525 -5.181
O 4.077 -1.528 -3.082
C 3.471 -2.764 -3.595
C 4.403 -3.307 -4.654
C 3.253 -3.707 -2.438
O 5.199 -0.995 -0.125
C 5.473 -1.824 1.041
C 6.968 -2.050 1.066
C 4.671 -3.101 0.947
H 6.617 3.723 0.293
H 5.036 3.773 1.097
H 5.150 3.241 -0.574
H 6.448 1.234 0.145
H 5.903 2.255 2.965
H 7.501 2.142 2.204
H 6.573 0.675 2.563
H 5.063 0.786 -2.038
H 3.510 1.691 -1.666
H 3.175 1.117 -5.988
H 4.390 2.667 -3.658
H 2.749 2.930 -4.246
H 4.133 3.229 -5.310
H 5.591 0.463 -4.233
H 5.640 1.152 -5.857
H 5.001 -0.479 -5.594
H 2.502 -2.514 -4.036
H 5.415 -3.395 -4.256
H 4.432 -2.668 -5.536
H 4.064 -4.296 -4.962
H 4.214 -3.998 -2.010
H 2.730 -4.600 -2.781
H 2.635 -3.250 -1.667
H 5.163 -1.270 1.933
H 7.283 -2.586 0.169
H 7.239 -2.647 1.938
H 7.512 -1.107 1.109
H 4.985 -3.680 0.079
H 3.606 -2.894 0.861
H 4.833 -3.704 1.843
*
```

Properties
**Energy above the lowest of the compared OMol25 structures with the same formula, charge and spin**: 131.9 kJ/mol
**HOMO energy**: 0.43 eV
**Frontier orbital gap**: 2.460 eV
**Max |F|**: 2.15 eV/Å
**E_tot**: -5566.09875 hartree

=====

[3]
The following is a DFT calculation (ωB97M-V/def2-TZVPD) of C67H95AsN3O2SiY as an isolated structure in a non-equilibrium geometry.

```
! wB97M-V def2-TZVPD RIJCOSX def2/J DEFGRID3
* xyz -2 1
Y 1.097 1.300 -0.429
C 3.329 0.586 -2.669
N 1.929 0.811 -3.006
C 1.754 2.122 -3.614
C 1.420 -0.251 -3.885
C 0.752 -1.373 -3.103
N -0.305 -0.862 -2.260
C -0.841 -1.852 -1.299
C 0.074 -3.007 -1.025
C -0.302 -4.265 -1.461
C 0.508 -5.375 -1.266
C 1.735 -5.132 -0.652
C 2.183 -3.887 -0.234
C 1.313 -2.747 -0.376
O 1.596 -1.541 -0.025
C 3.670 -3.764 0.140
C 4.379 -3.326 -1.155
C 3.958 -2.740 1.244
C 4.288 -5.091 0.605
C 0.144 -6.780 -1.738
C -1.178 -6.809 -2.511
C 0.016 -7.723 -0.531
C 1.238 -7.314 -2.677
C -1.398 -0.313 -3.072
C -2.624 0.093 -2.302
C -3.874 -0.407 -2.615
C -5.016 0.038 -1.961
C -4.832 1.051 -1.013
C -3.611 1.635 -0.715
C -2.429 1.110 -1.336
O -1.228 1.537 -1.149
C -3.565 2.930 0.108
C -3.179 4.059 -0.865
C -4.922 3.271 0.733
C -2.541 2.884 1.247
C -6.420 -0.466 -2.282
C -7.398 0.712 -2.442
C -6.936 -1.381 -1.162
C -6.453 -1.252 -3.598
H 3.981 0.640 -3.559
H 3.661 1.332 -1.946
H 3.444 -0.397 -2.211
H 2.209 2.184 -4.618
H 0.691 2.354 -3.693
H 2.217 2.872 -2.979
H 0.710 0.181 -4.592
H 2.234 -0.688 -4.482
H 0.389 -2.140 -3.816
H 1.504 -1.844 -2.470
H -1.035 -1.294 -0.380
H -1.796 -2.260 -1.653
H -1.266 -4.360 -1.950
H 2.397 -5.980 -0.522
H 3.923 -2.408 -1.529
H 5.445 -3.146 -0.986
H 4.269 -4.097 -1.923
H 3.383 -1.837 1.075
H 3.685 -3.151 2.216
H 5.022 -2.489 1.260
H 4.375 -5.821 -0.203
H 5.296 -4.898 0.980
H 3.697 -5.525 1.416
H -2.019 -6.547 -1.866
H -1.154 -6.112 -3.350
H -1.351 -7.813 -2.907
H -0.718 -7.330 0.175
H -0.305 -8.721 -0.850
H 0.970 -7.815 -0.009
H 1.335 -6.661 -3.547
H 2.206 -7.349 -2.175
H 0.995 -8.324 -3.023
H -1.031 0.589 -3.574
H -1.675 -1.052 -3.849
H -3.940 -1.158 -3.397
H -5.710 1.420 -0.499
H -3.892 4.105 -1.694
H -3.175 5.027 -0.357
H -2.181 3.868 -1.260
H -5.698 3.407 -0.025
H -5.241 2.495 1.435
H -4.830 4.210 1.285
H -1.526 2.903 0.860
H -2.669 3.750 1.902
H -2.684 1.984 1.836
H -7.530 1.257 -1.508
H -7.022 1.414 -3.188
H -8.380 0.350 -2.760
H -6.971 -0.847 -0.210
H -7.945 -1.740 -1.393
H -6.282 -2.247 -1.047
H -6.043 -0.650 -4.412
H -5.877 -2.177 -3.526
H -7.484 -1.517 -3.846
C 0.531 -4.980 3.252
C -0.501 -4.682 2.377
C -0.762 -3.368 2.023
C 0.008 -2.322 2.523
C 1.080 -2.641 3.352
C 1.325 -3.951 3.736
As -0.361 -0.443 2.022
C 0.301 0.372 3.686
C 0.074 -0.186 4.947
C 0.629 0.374 6.083
C 1.432 1.505 5.976
C 1.651 2.076 4.735
C 1.079 1.522 3.596
C -2.282 -0.528 2.525
C -3.168 -1.154 1.648
C -4.528 -1.200 1.914
C -5.035 -0.598 3.055
C -4.173 0.065 3.917
C -2.813 0.105 3.647
H 0.719 -6.004 3.553
H -1.113 -5.478 1.969
H -1.578 -3.166 1.343
H 1.740 -1.860 3.702
H 2.141 -4.164 4.416
H -0.533 -1.078 5.036
H 0.446 -0.077 7.052
H 1.884 1.935 6.862
H 2.281 2.950 4.647
H 1.252 1.981 2.625
H -2.803 -1.565 0.713
H -5.194 -1.690 1.216
H -6.100 -0.621 3.257
H -4.554 0.566 4.799
H -2.167 0.670 4.302
C 4.815 2.794 0.664
Si 3.820 1.155 0.397
C 3.976 0.441 2.200
C 5.195 0.159 -0.544
H 5.547 2.681 1.471
H 4.157 3.626 0.919
H 5.369 3.081 -0.235
H 4.921 -0.094 2.337
H 3.165 -0.254 2.439
H 3.940 1.246 2.939
H 6.072 0.015 0.098
H 5.531 0.685 -1.444
H 4.845 -0.829 -0.850
C 1.519 5.017 -2.930
C 2.632 4.424 -2.051
C 3.983 4.558 -2.758
C 2.554 5.075 -0.688
C 3.232 6.256 -0.462
C 3.079 6.996 0.705
C 2.133 6.544 1.620
C 1.424 5.373 1.439
C 0.323 5.022 2.418
C -0.937 5.832 2.096
C 0.722 5.245 3.882
C 1.652 4.501 0.294
N 1.049 3.330 0.178
H 1.579 4.664 -3.966
H 1.605 6.106 -2.937
H 0.544 4.749 -2.519
H 2.420 3.359 -1.898
H 4.100 5.557 -3.186
H 4.061 3.838 -3.579
H 4.807 4.381 -2.066
H 3.910 6.634 -1.223
H 3.639 7.909 0.873
H 1.946 7.142 2.510
H 0.096 3.966 2.261
H -0.723 6.904 2.146
H -1.749 5.612 2.798
H -1.271 5.596 1.085
H 0.672 6.306 4.142
H 1.743 4.904 4.053
H 0.057 4.699 4.558
*
```

Properties
**HOMO energy**: -0.89 eV
**Frontier orbital gap**: 4.643 eV
**Max |F|**: 2.36 eV/Å
**E_tot**: -5488.46632 hartree